Computed, not measured: a structure of composition C21H27NO2P2Y at a distorted geometry, with ωB97M-V/def2-TZVPD.

Each line ends with the Mulliken charge.
Atoms and positions in Å:
C (-1.45104, 3.41278, -1.91086)  -0.226
C (-1.27854, 2.05192, -1.71528)  -0.183
C (-0.02903, 1.45164, -2.06336)  0.007
C (1.05387, 2.26385, -2.54643)  0.935
C (0.80545, 3.65678, -2.73262)  -0.917
C (-0.43198, 4.18993, -2.42902)  -0.752
C (2.28667, 1.64132, -2.74817)  -0.913
C (2.47087, 0.27696, -2.51397)  0.986
C (1.33751, -0.47858, -2.05264)  -0.067
C (1.47353, -1.85693, -1.69902)  0.084
C (2.71267, -2.46459, -1.85522)  -0.352
C (3.80085, -1.75392, -2.33548)  -0.744
C (3.71310, -0.41245, -2.65510)  -0.954
H (-2.42859, 3.84680, -1.65399)  0.415
H (1.62022, 4.26234, -3.12517)  0.454
H (-0.62194, 5.26430, -2.59824)  0.354
H (3.11475, 2.22674, -3.13669)  0.456
H (2.79766, -3.53132, -1.60080)  0.429
H (4.76498, -2.28037, -2.46668)  0.346
H (4.56282, 0.15739, -3.02785)  0.452
N (0.15974, 0.13765, -1.83402)  -0.270
Y (-0.14363, 0.05921, 1.77825)  -0.061
C (-2.39765, 1.19561, -1.15111)  -0.893
H (-2.28610, 0.14566, -1.47772)  0.321
H (-3.40640, 1.62390, -1.22710)  0.773
C (0.26732, -2.60544, -1.15947)  -1.084
H (-0.64968, -2.19224, -1.61654)  0.429
H (0.35582, -3.69453, -1.27125)  0.800
P (-2.34705, 1.09816, 0.65505)  0.778
P (0.01467, -2.33799, 0.65606)  1.261
C (1.33949, -3.31996, 1.42784)  -1.423
H (1.20014, -3.30186, 2.52679)  0.420
H (1.26209, -4.34884, 1.03090)  0.404
H (2.31470, -2.86061, 1.18213)  0.409
C (-1.53322, -3.26232, 0.98699)  -1.229
H (-1.37206, -4.30557, 0.65772)  0.395
H (-1.75586, -3.22194, 2.07304)  0.393
H (-2.37206, -2.79029, 0.43281)  0.304
C (-2.36742, 2.73853, 1.39875)  -1.274
H (-3.31382, 3.13681, 1.00130)  0.396
H (-2.37069, 2.66151, 2.50607)  0.453
H (-1.48659, 3.32079, 1.06667)  0.394
C (-3.70193, 0.09408, 1.29005)  -1.115
H (-3.62523, -0.00516, 2.39492)  0.360
H (-4.56416, 0.70866, 0.97836)  0.425
H (-3.67473, -0.91269, 0.82088)  0.293
C (2.11952, -0.24232, 2.49093)  0.275
O (3.09399, -0.24443, 3.10021)  -0.205
H (1.00550, 0.80463, 0.46488)  0.009
C (0.00325, -0.00321, 5.20450)  -0.763
O (-0.06590, 0.00576, 3.79317)  -0.563
H (-0.91003, 0.50514, 5.57319)  0.251
H (0.90676, 0.54022, 5.54360)  0.271
H (0.02742, -1.05153, 5.56875)  0.256

Cartesian forces, eV/Å:
-1.1 -1.8 0.7
-0.7 0.6 -0.1
1.1 -1.0 0.2
-0.6 0.0 0.3
-0.4 0.1 0.0
1.6 1.4 -0.8
0.0 -0.1 -0.3
-0.3 -0.5 0.3
-0.5 1.4 0.3
0.5 -0.7 -0.1
-2.2 -0.5 0.6
1.9 1.1 -0.8
-0.1 -0.4 0.0
0.5 -0.1 -0.2
-0.3 0.1 0.1
0.2 -0.7 0.1
0.0 0.0 0.1
0.1 0.5 -0.2
-0.7 0.4 0.1
0.0 -0.3 0.1
-0.6 -0.4 -0.1
-0.1 0.6 0.7
-0.3 0.2 0.5
-0.4 0.6 -0.1
0.1 -0.1 -1.3
0.0 0.6 0.3
0.4 -0.5 0.0
-0.1 0.3 -0.3
2.6 -1.1 0.7
0.1 -1.1 -0.9
-0.1 -0.2 0.1
0.2 -0.2 -0.6
0.3 0.3 0.4
-0.4 -0.3 0.1
0.1 -0.2 0.1
-0.4 0.4 0.2
0.1 -0.2 -0.6
0.5 -0.4 0.3
-0.8 0.2 -0.2
0.3 0.8 0.6
-0.2 0.1 -0.7
-0.6 -0.3 0.1
-0.7 0.6 -0.3
-0.2 0.2 -0.7
-0.5 -1.0 0.5
-0.3 0.8 0.2
3.9 -0.4 2.1
-2.6 0.1 -1.8
0.8 0.9 -0.2
-0.2 0.1 -0.3
-0.3 0.0 0.7
0.6 -0.3 0.2
-0.4 -0.3 0.0
0.0 0.6 0.0

Highest occupied orbital energy (alpha / beta) = -10.442 / -10.442 eV
HOMO-LUMO gap (alpha / beta) = 7.105 / 7.104 eV
Charge = +1
Energy above the lowest of the compared OMol25 structures with the same formula, charge and spin = 47.0 kcal/mol

=====

Computed, not measured: a structure of composition C21H28BiClN3O7S at a distorted geometry, with ωB97M-V/def2-TZVPD.

Each line ends with the Mulliken charge.
Atoms and positions in Å:
Bi (4.39349, 0.21260, 0.45042)  1.292
N (4.75246, 2.38490, 1.58105)  -0.577
C (4.47360, 3.46199, 0.61062)  -0.387
C (5.45132, 3.31944, -0.54584)  -0.670
N (5.28830, 1.98349, -1.13950)  -0.460
H (4.09036, 2.41508, 2.34860)  0.282
H (5.69407, 2.47030, 1.95623)  0.290
H (4.56904, 4.45003, 1.06263)  0.460
H (3.44904, 3.32650, 0.25891)  0.251
H (6.47149, 3.41500, -0.16922)  0.390
H (5.28134, 4.11489, -1.27255)  0.340
H (6.11678, 1.69371, -1.64795)  0.250
H (4.49361, 1.96336, -1.77393)  0.296
C (-1.88972, -0.04239, 2.95678)  -1.685
C (-1.21973, -1.36578, 2.69611)  0.925
C (-1.90940, -2.34574, 1.98169)  -0.739
C (-1.36782, -3.60613, 1.78992)  0.112
Cl (-2.24250, -4.80210, 0.89291)  -0.216
C (-0.13625, -3.93836, 2.31899)  -0.669
C (0.56915, -2.96980, 2.99869)  -0.274
C (0.05232, -1.69320, 3.16598)  0.313
O (0.85382, -0.85904, 3.92613)  -0.514
C (1.33740, 0.35928, 3.43029)  -0.417
C (2.45385, 0.17778, 2.41236)  1.175
O (3.39307, -0.60734, 2.58327)  -0.771
O (2.46587, 0.95763, 1.38377)  -0.752
H (-2.96555, -0.18917, 3.03943)  0.481
H (-1.71793, 0.65863, 2.13613)  0.297
H (-1.54287, 0.40421, 3.88778)  0.388
H (-2.89357, -2.12335, 1.59152)  0.496
H (0.25567, -4.94004, 2.21257)  0.468
H (1.53273, -3.19062, 3.43828)  0.501
H (1.78052, 0.84423, 4.30425)  0.263
H (0.58906, 1.01687, 2.99072)  0.220
C (-6.54196, 1.36278, -0.78292)  -1.432
C (-5.33216, 0.80667, -1.47800)  0.895
C (-5.42000, -0.38564, -2.19311)  -0.658
C (-4.31182, -0.91373, -2.83336)  -0.463
C (-3.10757, -0.23693, -2.75397)  0.090
C (-2.99617, 0.96136, -2.06669)  -0.479
C (-4.11188, 1.48097, -1.43453)  -0.835
S (-1.64493, -0.93153, -3.46051)  1.320
O (-0.77713, 0.12372, -3.90150)  -0.685
O (-1.98316, -1.97216, -4.38600)  -0.680
N (-0.88784, -1.59850, -2.09403)  -0.278
C (0.52529, -1.92185, -2.37489)  -0.928
C (1.32941, -0.61482, -2.32694)  -0.092
C (2.41945, -0.48740, -1.31360)  0.792
O (2.81776, -1.36585, -0.51173)  -0.782
O (3.02145, 0.65211, -1.28421)  -0.698
H (-7.12522, 0.56736, -0.32055)  0.382
H (-7.18698, 1.86649, -1.50537)  0.307
H (-6.26347, 2.08926, -0.02118)  0.367
H (-6.36643, -0.90936, -2.23950)  0.426
H (-4.36486, -1.83202, -3.40346)  0.491
H (-2.04324, 1.47408, -2.05908)  0.441
H (-4.04026, 2.41961, -0.89850)  0.376
H (-1.43203, -2.40779, -1.80480)  0.300
H (0.62042, -2.38790, -3.36027)  0.284
H (0.89312, -2.62000, -1.62586)  0.587
H (0.61955, 0.18749, -2.12931)  0.160
H (1.76764, -0.36330, -3.29317)  0.435

Cartesian forces, eV/Å:
-1.1 -0.3 0.0
0.1 -0.1 0.0
0.2 0.0 -0.1
-0.1 0.1 0.1
0.1 0.1 0.0
0.0 0.0 0.0
-0.1 0.1 0.1
0.0 0.0 0.0
0.0 0.1 0.0
0.0 0.0 -0.1
0.1 0.0 0.0
0.0 0.1 -0.1
0.1 0.0 -0.1
0.1 -0.1 0.0
0.1 0.1 0.0
0.1 -0.1 0.0
-0.1 0.2 0.0
-0.1 0.0 -0.1
0.1 -0.1 0.0
0.1 0.0 0.0
0.2 -0.1 -0.3
-0.2 0.3 0.5
-0.1 -0.3 -0.2
0.0 0.3 0.0
0.3 -0.4 0.0
0.1 -0.1 -0.2
0.0 0.0 0.0
0.0 0.0 0.0
0.0 0.0 0.0
0.0 0.0 0.0
0.0 0.0 -0.1
0.0 0.0 0.0
0.0 0.2 -0.1
-0.2 -0.1 0.0
0.0 0.0 -0.1
0.0 0.0 0.0
0.0 0.0 0.0
0.0 -0.1 -0.1
0.3 -0.2 0.0
0.0 0.1 0.0
0.0 -0.1 0.0
0.0 -0.3 0.3
0.0 0.1 0.0
-0.2 0.0 0.1
-0.4 0.2 -0.4
0.1 0.3 -0.1
0.0 -0.2 0.1
0.1 -0.3 0.1
-0.3 0.1 -0.1
0.4 0.3 0.2
0.0 0.0 0.0
0.0 0.0 0.0
0.0 0.0 0.0
0.0 0.0 0.0
-0.1 0.0 0.0
0.0 0.0 0.1
0.0 0.0 0.0
0.1 0.0 0.0
0.1 -0.1 0.1
-0.2 0.0 0.1
0.2 0.2 0.1
0.0 0.0 0.0

Highest occupied orbital energy = -10.820 eV
HOMO-LUMO gap = 7.442 eV
Charge = +1
Energy above the lowest of the compared OMol25 structures with the same formula, charge and spin = 9.3 kcal/mol

=====

Computed, not measured: a structure of composition C21H28BrIrNS3 at a distorted geometry, with ωB97M-V/def2-TZVPD.

Each line ends with the Mulliken charge.
Atoms and positions in Å:
Ir (-0.10169, 0.20837, 0.16011)  0.653
C (0.02898, -2.63456, -2.17968)  -0.582
C (1.02766, -1.98681, -3.12257)  -0.946
S (1.38089, -0.24668, -2.76068)  0.099
C (3.16350, -0.34682, -2.38366)  -0.796
C (3.53063, 0.36185, -1.09230)  -0.958
S (2.40800, 0.16275, 0.31510)  0.058
C (2.56777, -1.55425, 0.84251)  -0.951
C (1.90799, -2.62331, -0.01093)  -0.836
S (0.13727, -2.31465, -0.39486)  0.051
H (0.06548, -3.71857, -2.29339)  0.541
H (-0.97622, -2.29524, -2.42228)  0.345
H (0.59988, -2.01159, -4.12449)  0.487
H (1.97359, -2.52147, -3.16063)  0.471
H (3.68970, 0.12007, -3.21581)  0.540
H (3.45563, -1.39328, -2.34542)  0.337
H (3.55037, 1.44190, -1.24258)  0.348
H (4.50896, 0.04426, -0.73166)  0.599
H (2.12117, -1.54213, 1.83631)  0.248
H (3.63202, -1.77182, 0.95221)  0.685
H (1.93493, -3.55563, 0.55281)  0.581
H (2.42257, -2.78009, -0.95621)  0.394
C (0.52654, 3.36919, 0.74246)  -1.129
N (-0.24871, 2.47688, -0.13051)  -0.024
C (0.12754, 2.71051, -1.53516)  -1.069
C (-1.68825, 2.75042, 0.06850)  -1.135
C (-2.54786, 1.66568, -0.48202)  0.684
C (-3.91339, 1.87357, -0.63649)  -0.940
C (-4.72997, 0.83994, -1.06222)  -0.591
C (-4.17713, -0.40724, -1.32061)  -1.215
C (-2.81441, -0.60611, -1.15480)  -0.351
C (-1.97319, 0.41906, -0.71500)  0.880
H (0.31108, 4.41366, 0.49680)  0.393
H (1.59206, 3.19567, 0.59820)  0.323
H (0.26666, 3.18963, 1.78315)  0.338
H (-0.05697, 3.75479, -1.80545)  0.372
H (-0.45513, 2.06930, -2.19106)  0.414
H (1.18601, 2.49442, -1.67234)  0.241
H (-1.95581, 3.72747, -0.35116)  0.546
H (-1.86027, 2.79407, 1.14664)  0.429
H (-4.33608, 2.84407, -0.40167)  0.453
H (-5.79222, 1.00470, -1.18159)  0.401
H (-4.80694, -1.22600, -1.64321)  0.435
H (-2.41766, -1.59316, -1.35470)  0.255
Br (-0.37950, -2.07687, 6.45160)  -0.173
C (-0.32508, -1.38148, 4.69137)  -0.090
C (-1.22068, -1.84862, 3.74259)  -0.669
C (-1.19005, -1.31845, 2.45900)  -0.095
C (-0.26893, -0.33427, 2.11522)  0.083
C (0.63541, 0.10215, 3.07734)  -0.208
C (0.61221, -0.41538, 4.36803)  -0.523
H (-1.92629, -2.62685, 3.99859)  0.442
H (-1.89609, -1.68759, 1.72512)  0.399
H (1.37968, 0.85424, 2.83724)  0.300
H (1.31430, -0.06967, 5.11425)  0.455

Cartesian forces, eV/Å:
1.1 -0.1 -3.7
0.0 0.1 0.2
-0.1 0.3 0.0
0.1 0.0 -0.1
-0.2 0.1 -0.1
-0.5 0.0 -0.1
0.0 -0.1 1.4
0.3 0.0 -0.1
-0.2 -0.1 -0.2
0.0 1.3 0.9
-0.1 0.0 0.0
0.0 -0.1 0.0
0.0 -0.1 0.0
0.0 0.0 0.0
0.1 -0.1 0.1
0.0 0.0 0.0
0.1 0.0 0.0
0.1 0.1 0.0
0.1 0.0 0.0
0.0 -0.1 0.0
0.0 -0.1 -0.1
0.1 0.0 0.0
0.2 0.0 0.1
-0.3 -1.3 0.7
0.0 0.1 -0.1
-0.3 0.2 0.4
-0.3 0.0 -0.2
0.1 0.1 -0.3
0.0 0.0 0.1
0.1 0.0 -0.3
0.0 0.0 -0.1
0.0 -0.7 1.8
0.0 0.0 0.0
0.0 -0.1 0.0
0.0 -0.1 0.0
0.0 0.0 0.1
0.0 0.0 0.0
0.0 0.0 0.0
0.1 0.0 0.0
0.1 0.1 0.0
0.0 0.0 -0.1
0.0 0.0 0.0
0.0 0.0 0.0
-0.1 -0.1 0.2
0.0 0.0 -0.1
0.0 -0.1 0.1
0.1 0.1 0.0
-0.2 -0.1 0.1
-0.1 0.3 -0.8
0.0 0.2 0.1
-0.1 0.0 0.0
-0.1 0.0 0.0
0.0 0.0 0.0
0.0 0.0 0.0
0.0 0.0 0.0

Highest occupied orbital energy = -10.426 eV
HOMO-LUMO gap = 7.332 eV
Charge = +1
Energy above the lowest of the compared OMol25 structures with the same formula, charge and spin = 0.0 kcal/mol

=====

Computed, not measured: a structure of composition C21H28CaF3O4 at a distorted geometry, with ωB97M-V/def2-TZVPD.

Each line ends with the Mulliken charge.
Atoms and positions in Å:
O (-0.04423, 1.74067, -2.32525)  0.002
C (-0.90615, 1.94608, -3.51461)  -0.447
C (0.23027, 2.62641, -4.26736)  -0.296
H (-1.73569, 2.62624, -3.26745)  0.242
H (-1.29146, 1.00193, -3.95043)  0.281
C (1.04983, 2.44785, -2.99913)  1.208
H (0.08456, 3.70376, -4.27644)  -0.237
H (0.47208, 2.16577, -5.23798)  0.382
C (1.26441, 3.78205, -2.27157)  -1.480
H (0.30759, 4.31714, -2.13709)  0.270
H (1.96610, 4.44288, -2.80571)  0.362
H (1.68714, 3.59073, -1.27823)  0.272
C (2.22701, 1.50976, -3.10867)  -1.438
H (1.91227, 0.57217, -3.57360)  0.337
H (2.58178, 1.29449, -2.08378)  0.174
H (3.07283, 1.94306, -3.66702)  0.375
Ca (-1.50476, 1.22593, -0.42928)  1.011
C (0.59266, -2.15282, -0.08784)  -0.732
C (-0.79959, -2.39773, -0.17784)  -0.198
C (-1.23593, -1.98769, -1.47012)  -1.103
H (-1.40394, -2.85709, 0.60514)  0.423
C (-0.11588, -1.44068, -2.16861)  -0.390
C (1.02169, -1.54215, -1.30892)  -0.406
H (2.04094, -1.27507, -1.56046)  0.379
H (1.22462, -2.37803, 0.76526)  0.500
H (-2.23995, -2.12723, -1.88320)  0.387
H (-0.08879, -1.11982, -3.20723)  0.506
C (0.66252, 0.25493, 2.30207)  -0.177
C (1.75271, 0.35793, 1.40513)  -0.752
C (1.73923, 1.65528, 0.81889)  -0.155
H (2.49814, -0.41303, 1.19645)  0.470
C (0.63378, 2.37514, 1.38529)  -1.103
C (-0.04404, 1.48661, 2.28795)  -0.822
H (-0.87219, 1.75320, 2.94226)  0.410
H (0.45121, -0.59826, 2.94921)  0.372
H (2.47206, 2.04455, 0.12150)  0.662
H (0.41762, 3.42611, 1.23017)  0.450
O (-1.94795, 4.34740, -4.41509)  -0.209
C (-1.03737, 4.94337, -5.41435)  -0.398
C (-1.83556, 5.81719, -6.38356)  -0.530
H (-0.53569, 4.15351, -5.98961)  0.285
H (-0.27292, 5.51496, -4.87307)  0.255
C (-3.33000, 5.45305, -6.09434)  -0.544
H (-1.52415, 5.58935, -7.41731)  0.287
H (-1.62465, 6.87787, -6.16425)  0.238
C (-3.31132, 4.64504, -4.76775)  -0.511
H (-3.71080, 4.82624, -6.91076)  0.263
H (-3.95221, 6.34740, -5.99421)  0.294
H (-3.88063, 3.70241, -4.85440)  0.238
H (-3.74519, 5.23507, -3.94450)  0.315
F (-4.41550, -1.21075, 2.98468)  -0.243
C (-4.65130, -0.38578, 1.94482)  0.651
F (-5.60226, -0.97546, 1.16294)  -0.260
F (-5.19460, 0.75956, 2.45315)  -0.258
C (-3.38337, 0.02745, 1.00727)  0.976
O (-2.21572, -0.44128, 1.16613)  -0.527
O (-3.65712, 0.90928, 0.11611)  -1.061

Cartesian forces, eV/Å:
-1.1 0.2 -0.7
-0.2 -0.4 0.4
-0.5 0.6 0.5
0.3 -0.5 -0.1
0.4 0.3 0.5
0.6 -0.4 0.2
0.1 -0.8 -0.7
0.4 0.3 0.5
0.5 -0.2 0.2
0.3 -0.3 -0.2
-0.2 -0.3 0.0
-0.2 0.0 -0.1
0.6 0.2 0.9
0.0 0.1 0.1
-0.1 -0.1 -0.5
-0.4 0.0 0.0
2.4 -1.5 0.7
-0.5 0.1 -1.0
0.7 -0.3 -0.5
-0.1 0.4 0.2
0.1 0.2 -0.3
0.5 -0.2 0.8
-1.0 -0.5 0.2
-0.1 0.1 0.0
-0.2 0.1 -0.1
0.3 0.1 0.1
-0.1 0.0 0.1
0.3 0.6 -0.1
-0.1 0.8 0.1
-0.6 -0.4 0.7
-0.4 0.3 0.0
-0.2 -0.7 -0.5
0.4 0.0 -0.2
0.1 0.0 -0.1
-0.1 0.2 -0.4
-0.1 0.0 0.1
0.0 0.1 0.1
0.0 1.4 -1.7
-0.6 -0.1 -0.1
-0.4 0.2 0.6
-0.3 0.2 0.3
-0.2 -0.1 -0.1
0.6 -0.3 -0.1
-0.3 0.3 0.4
-0.2 -0.4 -0.3
0.1 0.3 0.0
-0.1 0.2 0.2
0.1 -0.2 -0.1
0.3 0.3 0.0
0.1 -0.2 -0.2
0.1 0.6 -0.9
0.4 0.4 -0.8
0.6 0.4 0.6
0.3 -0.8 -0.3
1.7 -0.5 0.3
-3.3 0.9 0.4
-0.7 -0.4 0.8

Highest occupied orbital energy = -2.762 eV
HOMO-LUMO gap = 4.687 eV
Charge = -1
Energy above the lowest of the compared OMol25 structures with the same formula, charge and spin = 64.2 kcal/mol